Formula: C5H14NO2
Source: the OMol25 dataset
Level of theory: ωB97M-V/def2-TZVPD

```
! RIJCOSX wB97M-V def2-TZVPD def2/J DEFGRID3
* xyz -1 1
C 1.01 -0.01 1.94
C 0.74 -1.51 1.83
C -0.15 1.08 1.83
N 0.02 2.01 0.66
C -0.60 1.55 -0.64
C 0.01 0.22 -1.11
O -0.65 -0.90 -0.80
H 1.77 0.24 1.20
H 1.34 0.18 2.96
H -0.35 -1.71 1.83
H 0.97 -2.14 2.71
H 1.23 -1.93 0.99
H -1.11 0.59 1.78
H -0.02 1.79 2.65
H 1.05 1.95 0.55
H -1.66 1.42 -0.53
H -0.42 2.45 -1.28
H 1.10 0.24 -0.89
H -0.01 0.34 -2.31
H -0.96 -1.32 -3.60
H -0.49 -1.77 -2.18
O -0.38 -1.97 -3.17
*
```

## Properties
ΔE to the lowest compared entry with this formula, charge and spin: 1.416 eV
Gap between HOMO and LUMO: 0.2626 Eh

---

Formula: C5H14NO2
Source: the OMol25 dataset
Level of theory: ωB97M-V/def2-TZVPD

```
! RIJCOSX wB97M-V def2-TZVPD def2/J DEFGRID3
* xyz 0 2
C -2.75 -0.58 -0.27
N -1.54 0.10 -0.76
C -1.53 0.12 -2.21
C -0.35 -1.92 0.17
C -0.28 -0.46 -0.24
C 0.25 0.50 0.84
O 1.55 0.81 0.82
H -2.91 -0.33 0.78
H -2.79 -1.61 -0.61
H -3.60 -0.09 -0.75
H -1.37 -0.86 -2.69
H -2.45 0.60 -2.56
H -0.65 0.69 -2.54
H -0.74 -2.51 -0.65
H 0.66 -2.28 0.38
H -0.92 -2.06 1.09
H 0.47 -0.41 -1.03
H -0.41 1.39 0.90
H 0.06 0.04 1.85
H 3.60 0.63 1.14
H 3.55 2.09 1.21
O 4.17 1.37 1.43
*
```

## Properties
ΔE to the lowest compared entry with this formula, charge and spin: 0.753 eV
Expectation value of S²: 0.7547
Gap between HOMO and LUMO (spin up / spin down): 0.3580 / 0.2628 Eh

---

Formula: C5H14NO2
Source: the OMol25 dataset
Level of theory: ωB97M-V/def2-TZVPD

```
! RIJCOSX wB97M-V def2-TZVPD def2/J DEFGRID3
* xyz 1 1
O -1.33 2.47 0.91
C -0.53 1.60 1.12
C -0.49 0.35 0.26
C 0.87 -0.36 0.43
C 1.05 -1.59 -0.47
C 2.10 0.56 0.32
N -0.63 0.84 -1.16
H 0.27 1.61 1.88
H -1.28 -0.43 0.40
H 0.98 -0.69 1.48
H 1.51 -2.46 0.01
H 1.71 -1.36 -1.30
H 0.14 -2.05 -0.89
H 2.68 0.66 1.25
H 1.85 1.58 0.00
H 2.85 0.10 -0.34
H -0.77 0.10 -1.86
H -1.39 1.53 -1.08
H 0.22 1.27 -1.56
H -3.74 -0.69 0.56
H -3.15 -1.96 -0.13
O -2.93 -1.09 0.19
*
```

## Properties
ΔE to the lowest compared entry with this formula, charge and spin: 1.953 eV
Gap between HOMO and LUMO: 0.4041 Eh

---

Formula: C5H14NO2
Source: the OMol25 dataset
Level of theory: ωB97M-V/def2-TZVPD

```
! RIJCOSX wB97M-V def2-TZVPD def2/J DEFGRID3
* xyz 1 1
C 0.50 -1.58 1.23
C -0.89 -1.07 -1.51
C -1.39 1.25 1.11
C 1.11 -0.81 0.03
C 0.10 -0.16 -0.81
N 0.50 1.16 -1.19
O -1.66 2.33 0.28
O 1.98 0.30 0.51
H -0.28 -2.30 0.84
H 0.12 -0.86 1.93
H 1.30 -2.27 1.76
H -0.41 -1.64 -2.28
H -1.36 -1.66 -0.75
H -1.72 -0.51 -1.96
H -2.15 0.50 1.00
H -0.71 1.31 1.94
H 1.71 -1.50 -0.53
H 1.33 1.37 -0.40
H -0.24 1.93 -1.01
H 1.01 1.18 -2.03
H -1.39 3.22 0.71
H 2.56 -0.19 1.14
*
```

## Properties
ΔE to the lowest compared entry with this formula, charge and spin: 5.275 eV
Gap between HOMO and LUMO (spin up / spin down): 0.3010 / 0.3412 Eh

---

Formula: C5H14NO2
Source: the OMol25 dataset
Level of theory: ωB97M-V/def2-TZVPD

```
! RIJCOSX wB97M-V def2-TZVPD def2/J DEFGRID3
* xyz 1 1
C -0.55 2.20 0.05
O -1.37 2.59 -1.05
C -0.15 0.73 -0.09
C 0.17 0.06 1.22
C 0.40 -1.45 1.13
C 1.36 -1.87 0.05
O 0.66 -1.76 -1.21
N -1.25 0.00 -0.80
H -1.14 2.35 0.96
H 0.34 2.82 0.07
H -0.86 3.10 -1.69
H 0.70 0.65 -0.77
H -0.53 0.25 2.04
H 1.06 0.51 1.60
H 0.83 -1.73 2.09
H -0.52 -2.03 1.02
H 1.77 -2.87 0.19
H 2.26 -1.22 0.03
H 1.32 -1.76 -1.92
H -0.81 -0.85 -1.20
H -1.68 0.56 -1.52
H -2.01 -0.27 -0.18
*
```

## Properties
ΔE to the lowest compared entry with this formula, charge and spin: 0.932 eV
SMILES string: [NH3+][C@@H](CO)CCCO
Gap between HOMO and LUMO: 0.4325 Eh

---

Formula: C5H14NO2
Source: the OMol25 dataset
Level of theory: ωB97M-V/def2-TZVPD

```
! RIJCOSX wB97M-V def2-TZVPD def2/J DEFGRID3
* xyz 1 1
C 0.29 0.85 -1.55
C 1.01 -2.03 -0.93
C 0.77 -0.04 2.27
C -1.69 1.93 0.41
C -0.12 0.11 -0.03
N -0.35 -1.32 -0.55
O 0.85 0.08 0.90
O -1.30 0.55 0.43
H 0.44 1.84 -1.40
H 1.18 0.44 -1.88
H -0.67 0.69 -2.06
H 1.77 -1.57 -0.29
H 0.95 -3.15 -0.66
H 1.26 -1.85 -1.92
H 1.86 0.21 2.42
H 0.54 -1.06 2.63
H 0.19 0.79 2.83
H -0.82 2.70 0.08
H -2.15 2.35 1.29
H -2.32 1.99 -0.44
H -1.01 -1.19 -1.42
H -0.85 -1.93 0.27
*
```

## Properties
ΔE to the lowest compared entry with this formula, charge and spin: 4.088 eV
SMILES string: C[NH2+]C(C)(OC)OC
Gap between HOMO and LUMO: 0.4191 Eh